This record from the OMol25 dataset describes C4H6N2 in the gas phase in a non-equilibrium geometry. The level of theory is ωB97M-V with the def2-TZVPD basis set.

CARTESIAN COORDINATES (ANGSTROEM)
C (-0.09828, 0.92542, -2.07706)
H (0.63833, 1.77647, -2.22801)
H (-0.91647, -1.96269, 0.94154)
C (0.86568, 0.24826, -0.01739)
H (0.95897, -0.30509, 1.97905)
H (1.78138, 0.66631, -0.10625)
N (-1.78537, -0.55309, 0.06319)
N (-0.06273, 0.20647, -1.00482)
H (-0.81206, 0.77824, -2.90162)
H (-1.61932, -0.59690, 2.05297)
C (-0.99560, -0.84756, 1.13154)
C (0.37836, -0.30718, 1.15546)

Output
M ... 82.11 Da
Relative energy (zero: lowest compared OMol25 entry of this formula, charge and spin) ... 6.411 eV
Gap between HOMO and LUMO (spin up / spin down) ... 8.07 / 7.83 eV
Strongest force on any atom ... 5.753 eV/A
LUMO energy (spin up / spin down) ... 0.38 / 0.03 eV

=====

This record from the OMol25 dataset describes C4H6N2 in the gas phase in a non-equilibrium geometry. The level of theory is ωB97M-V with the def2-TZVPD basis set.

CARTESIAN COORDINATES (ANGSTROEM)
C (-1.18741, -0.15202, -0.41729)
C (-0.32647, 0.86433, 0.36611)
H (0.99096, -0.54085, 1.63689)
H (-0.05675, -1.96822, -0.53156)
N (2.48911, 0.64577, -0.95855)
H (-2.23679, -0.21924, -0.11224)
N (-0.35866, -1.24994, 0.11779)
C (0.65330, -0.31657, 0.61843)
H (-1.13795, -0.03288, -1.50710)
H (0.17319, 1.63886, -0.22339)
C (1.78535, 0.05679, -0.25217)
H (-0.78786, 1.27397, 1.26309)

Output
M ... 82.11 Da
Relative energy (zero: lowest compared OMol25 entry of this formula, charge and spin) ... 1.788 eV
Gap between HOMO and LUMO ... 10.69 eV
Strongest force on any atom ... 1.143 eV/A
LUMO energy ... 0.92 eV

=====

This record from the OMol25 dataset describes C4H6N2 in the gas phase in a non-equilibrium geometry. The level of theory is ωB97M-V with the def2-TZVPD basis set.

CARTESIAN COORDINATES (ANGSTROEM)
H (-1.60879, 0.49114, 1.34296)
N (-1.64028, -1.65334, -1.68502)
C (2.01483, 0.85789, -0.69134)
N (1.19718, -0.17300, -0.56799)
C (-0.23556, 0.01358, -0.23571)
C (-1.03084, -0.94740, -1.00601)
H (1.45459, -1.07255, -0.97192)
H (-0.44034, 0.98366, -0.67872)
H (1.39294, 1.67341, -0.22694)
C (-0.60543, 0.05854, 1.24549)
H (-0.59822, -0.93623, 1.69622)
H (0.09993, 0.70430, 1.77899)

Output
M ... 82.11 Da
Relative energy (zero: lowest compared OMol25 entry of this formula, charge and spin) ... 3.073 eV
Gap between HOMO and LUMO ... 9.62 eV
Strongest force on any atom ... 1.200 eV/A
LUMO energy ... 0.58 eV